One molecule with the formula C21H22N4O3S2. Source: the Open Molecules 2025 dataset; level of theory: ωB97M-V with the def2-TZVPD basis set.

Geometry (Å):
C: 0.144 -1.362 4.986
H: -0.045 -0.306 4.823
H: -0.020 -1.632 6.023
H: 1.153 -1.615 4.678
S: -1.036 -2.331 4.003
C: -0.701 -1.696 2.411
N: 0.214 -0.754 2.308
C: 0.421 -0.301 1.066
C: -0.279 -0.799 -0.037
C: -1.234 -1.809 0.194
N: -1.426 -2.237 1.440
N: -1.914 -2.391 -0.811
H: -1.883 -1.935 -1.712
C: -3.026 -3.278 -0.584
H: -3.002 -3.574 0.465
C: -4.356 -2.577 -0.904
O: -4.407 -2.125 -2.243
C: -4.788 -3.085 -3.203
C: -6.314 -3.261 -3.292
O: -6.679 -4.170 -4.298
H: -6.387 -3.831 -5.151
H: -6.705 -3.681 -2.362
H: -6.777 -2.277 -3.451
H: -4.321 -4.060 -3.011
H: -4.413 -2.704 -4.159
H: -4.443 -1.676 -0.292
H: -5.192 -3.246 -0.674
H: -2.905 -4.164 -1.217
S: 0.172 -0.042 -1.549
C: 1.325 0.968 -0.704
N: 2.063 1.849 -1.334
C: 2.926 2.579 -0.617
C: 3.051 2.404 0.767
C: 2.254 1.474 1.421
C: 1.351 0.719 0.686
C: 2.518 1.464 2.889
H: 1.702 1.979 3.403
H: 2.565 0.451 3.286
C: 3.842 2.234 3.015
H: 4.672 1.527 3.038
H: 3.884 2.832 3.923
C: 3.945 3.102 1.747
H: 3.573 4.115 1.924
H: 4.968 3.187 1.385
C: 3.695 3.538 -1.376
C: 3.696 3.776 -2.730
C: 4.620 4.816 -2.947
C: 5.114 5.140 -1.718
O: 4.564 4.376 -0.764
H: 5.836 5.869 -1.405
H: 4.883 5.264 -3.883
H: 3.102 3.258 -3.453

Values from the calculation:
relative energy (zero: lowest compared OMol25 entry of this formula, charge and spin): 0.1770 eV
net charge: 0
SMILES: CSc1nc(NCCOCCO)c2sc3nc(-c4ccco4)c4c(c3c2n1)CCC4
E_LUMO: -0.0023 hartree
HOMO-LUMO gap: 0.2846 Eh
E_tot: -2054.5798 a.u.
max |F|: 1.305 eV/A